2 unconnected molecules or ions with the total composition C2H8N4O2, computed with ωB97M-V/def2-TZVPD.

Geometry as ORCA input:
```
! wB97M-V def2-TZVPD RIJCOSX def2/J DEFGRID3
* xyz 0 1
C -1.54 1.83 1.28
N 1.41 -1.92 0.15
H 0.54 1.50 1.07
O 2.78 -1.62 -1.64
N 0.53 -1.47 -1.94
C 1.64 -1.66 -1.16
H 2.19 -2.08 0.77
H 0.71 -1.12 -2.87
H -1.06 1.16 -0.58
O -2.40 2.16 2.09
H -0.09 1.93 2.62
H -0.40 -1.42 -1.58
H -2.76 1.50 -0.35
H 0.49 -2.03 0.53
N -0.22 1.83 1.63
N -1.82 1.43 0.00
*
```

Results
* ΔE to the lowest compared entry with this formula, charge and spin: 4.8 kJ/mol
* LUMO: 0.24 eV
* HOMO: -10.19 eV
* orbital gap: 10.425 eV
* SMILES: NC(N)=O.NC(N)=O

C4H7NO2 in the gas phase, computed with ωB97M-V/def2-TZVPD.

Geometry as ORCA input:
```
! wB97M-V def2-TZVPD RIJCOSX def2/J DEFGRID3
* xyz 0 1
C -0.84 -1.18 -1.82
C -0.68 -0.49 -0.24
C 0.52 1.03 1.96
C 1.17 0.92 0.61
H 0.50 -0.23 -1.47
H 0.37 0.04 2.39
O 2.22 1.43 0.31
O -1.49 -0.66 0.61
H 1.15 1.64 2.61
N 0.48 0.18 -0.36
H -1.81 -0.81 -2.15
H -0.47 1.47 1.87
H -0.17 -1.09 -2.68
H -0.96 -2.24 -1.62
*
```

Results
* ΔE to the lowest compared entry with this formula, charge and spin: 208.4 kJ/mol
* LUMO: 0.65 eV
* HOMO: -10.07 eV
* orbital gap: 10.721 eV
* SMILES: CC(=O)NC(C)=O

2 unconnected molecules or ions with the total composition C2H6S2, computed with ωB97M-V/def2-TZVPD.

Geometry as ORCA input:
```
! wB97M-V def2-TZVPD RIJCOSX def2/J DEFGRID3
* xyz 0 1
H 0.84 -1.45 1.63
H -1.62 3.00 -0.25
H -2.38 1.89 -1.52
H 1.38 -2.95 0.59
S -1.33 0.61 0.34
H -0.71 1.82 -1.38
S 1.36 -0.83 -0.55
C -1.58 1.97 -0.79
C 1.46 -1.95 0.87
H 2.58 -2.10 1.07
*
```

Results
* ΔE to the lowest compared entry with this formula, charge and spin: 370.7 kJ/mol
* LUMO (spin up / spin down): -2.79 / -2.79 eV
* HOMO (spin up / spin down): -8.68 / -8.85 eV
* orbital gap (spin up / spin down): 5.894 / 6.066 eV

2 unconnected molecules or ions with the total composition C3H6ClN2, computed with ωB97M-V/def2-TZVPD.

Geometry as ORCA input:
```
! wB97M-V def2-TZVPD RIJCOSX def2/J DEFGRID3
* xyz 1 1
H 0.05 1.68 0.87
H 0.07 1.66 -0.86
N -0.44 1.50 0.00
H -0.23 -2.54 0.02
H 2.06 -2.09 0.01
C -1.51 0.79 0.00
H -3.34 1.69 -0.02
C -2.82 0.73 -0.01
H 1.78 -0.40 -0.02
C 0.10 -1.49 0.00
Cl -3.82 -0.63 0.00
N 1.37 -1.33 0.00
*
```

Results
* ΔE to the lowest compared entry with this formula, charge and spin: 403.5 kJ/mol
* LUMO: -4.93 eV
* HOMO: -13.08 eV
* orbital gap: 8.147 eV

A molecular structure, C30H33Cl2SSb2TeTi, computed with ωB97M-V/def2-TZVPD.

Geometry as ORCA input:
```
! wB97M-V def2-TZVPD RIJCOSX def2/J DEFGRID3
* xyz 1 3
H -3.31 1.34 2.45
C 0.68 -3.97 -0.43
H 1.86 4.05 1.81
C -4.75 -1.60 -5.00
H 0.18 -3.63 1.62
H -3.41 3.13 0.48
H -2.05 4.05 -0.19
C 1.30 2.31 5.93
H 0.74 -0.61 1.70
Te -2.49 -0.34 -1.45
H 1.29 -4.83 -0.22
C 1.40 2.93 3.59
C -3.90 -0.95 -4.12
C -5.04 -3.36 -3.40
Cl 5.05 -2.59 -1.85
C 4.00 -1.59 -2.77
H -5.49 -4.30 -3.11
C 2.30 0.01 -4.28
C 0.07 -3.29 0.60
H -2.69 -0.23 1.93
H -0.48 -2.19 -3.08
H 3.11 2.54 4.81
H -4.96 -1.17 -5.96
H 0.96 -4.11 -2.56
H -5.98 -3.32 -5.32
C -0.77 -2.18 0.33
H -0.24 4.19 1.79
Sb 2.42 1.50 1.00
H 3.26 3.43 2.68
S 2.59 -1.31 -0.45
H -2.76 2.72 -1.12
H 3.58 -0.45 -5.92
C 0.48 -3.56 -1.76
H -1.88 0.65 3.24
C 4.24 -1.39 -4.12
H 1.02 0.39 3.15
C -4.21 -2.71 -2.51
H 5.09 -1.86 -4.58
Ti 0.49 -0.37 -0.09
C 4.42 1.01 1.66
H 1.63 0.64 -4.85
C 1.51 -0.04 2.27
C 3.39 -0.59 -4.87
H 4.39 0.85 2.74
C -0.08 2.38 5.90
H -1.44 -1.83 1.11
C -0.72 2.73 4.73
H -4.01 -3.13 -1.54
C 2.23 3.21 2.40
H -1.74 3.73 2.58
C -3.63 -1.49 -2.87
C 2.89 -1.00 -2.13
C -0.97 -1.77 -1.02
C 0.00 3.01 3.56
C -5.32 -2.81 -4.64
C -0.74 3.40 2.33
Cl 0.71 0.60 -2.19
H 1.81 2.06 6.85
H 5.08 1.84 1.43
H -0.66 2.18 6.80
C 2.03 2.58 4.79
Sb -1.11 1.79 0.91
C -2.51 3.07 -0.12
H 2.27 -0.75 2.57
H -1.80 2.81 4.70
C -0.31 -2.48 -2.05
H 4.78 0.12 1.16
C -2.41 0.76 2.29
C 2.07 -0.19 -2.93
H -3.45 0.00 -4.40
*
```

Results
* ΔE to the lowest compared entry with this formula, charge and spin: 126.5 kJ/mol
* LUMO (spin up / spin down): -3.31 / -3.27 eV
* HOMO (spin up / spin down): -9.89 / -10.26 eV
* orbital gap (spin up / spin down): 6.583 / 6.991 eV
* <S²>: 2.016

CH4N2 in the gas phase, computed with ωB97M-V/def2-TZVPD.

Geometry as ORCA input:
```
! wB97M-V def2-TZVPD RIJCOSX def2/J DEFGRID3
* xyz 0 1
C 0.11 0.43 -0.10
H 1.28 -1.25 0.22
H 0.23 1.62 0.26
H -1.89 0.40 0.16
N 1.23 -0.13 0.00
N -1.09 -0.19 0.00
H -1.25 -1.14 -0.03
*
```

Results
* ΔE to the lowest compared entry with this formula, charge and spin: 211.8 kJ/mol
* LUMO: 1.14 eV
* HOMO: -9.26 eV
* orbital gap: 10.399 eV
* SMILES: [H]/N=C\N

A gas-phase ion, C6H9BrFN2O (charge +1), computed with ωB97M-V/def2-TZVPD.

Geometry as ORCA input:
```
! wB97M-V def2-TZVPD RIJCOSX def2/J DEFGRID3
* xyz 1 1
H -0.47 -2.50 -1.26
H -2.63 -2.76 -0.67
N 0.99 2.65 -0.71
C -2.34 -1.74 -0.74
H 2.56 3.04 0.56
H 0.92 -1.53 1.26
H 1.42 3.16 -1.45
C 1.61 2.49 0.42
H 0.09 2.22 -0.67
Br 2.58 -0.33 -0.31
C 0.96 -0.49 0.72
F -0.62 -2.53 0.73
C 0.80 0.59 1.76
C -0.24 -0.42 -0.21
H -2.43 -1.64 -1.87
C -0.89 -1.79 -0.38
H -3.02 -1.01 -0.30
N 1.16 1.76 1.39
H 0.09 0.30 2.55
O -0.53 0.54 -0.84
*
```

Results
* ΔE to the lowest compared entry with this formula, charge and spin: 30.0 kJ/mol
* LUMO: -5.04 eV
* HOMO: -14.33 eV
* orbital gap: 9.288 eV
* SMILES: C[C@H](F)C(=O)[C@@H](Br)/C=N\C=[NH2+]

C3H7N3 in the gas phase, computed with ωB97M-V/def2-TZVPD.

Geometry as ORCA input:
```
! wB97M-V def2-TZVPD RIJCOSX def2/J DEFGRID3
* xyz 0 1
C -1.34 -0.65 0.36
H 2.81 -0.80 0.04
C -1.52 0.66 -0.16
H 1.55 -1.67 -0.74
H -2.34 0.74 -1.01
N 1.75 -0.95 -0.03
H -1.89 -1.56 -0.03
N 1.61 1.29 0.09
H 1.03 2.13 0.28
H -0.88 -0.86 1.42
C 0.99 0.19 -0.14
H -1.44 1.56 0.53
N -0.34 -0.08 -0.60
*
```

Results
* ΔE to the lowest compared entry with this formula, charge and spin: 158.1 kJ/mol
* LUMO: 1.10 eV
* HOMO: -9.20 eV
* orbital gap: 10.299 eV
* SMILES: [H]/N=C(/N)N1CC1

A molecular structure, C16H31EuF3P2, computed with ωB97M-V/def2-TZVPD.

Geometry as ORCA input:
```
! wB97M-V def2-TZVPD RIJCOSX def2/J DEFGRID3
* xyz 0 8
H -1.46 -5.09 -5.92
C -1.04 -4.32 -5.24
H -0.29 -4.87 -4.64
H 0.71 -1.90 -3.45
H -0.93 1.22 -3.47
F -1.80 -1.29 2.07
H 3.46 0.65 -3.62
C -0.32 -3.28 -6.14
C -2.96 -2.82 -4.68
P -1.88 -2.48 -0.99
C 0.37 -1.36 -2.53
H 0.37 2.45 -3.23
H -1.14 -2.50 -3.25
H -4.10 -2.09 -6.24
H -4.14 -1.65 -1.72
H 1.90 0.52 -0.12
C 1.13 1.23 -0.42
C 2.70 -0.13 -3.81
H -4.04 -2.58 -0.15
H -0.71 0.12 -5.29
C -0.93 -0.89 -5.56
C -2.08 -3.77 -4.30
H 0.78 -1.99 -1.69
H 1.04 -1.76 -5.29
C 0.16 1.42 -3.58
H -0.37 -4.29 -1.81
H -1.91 -1.14 -7.46
H 0.68 -3.68 -6.41
H -3.65 -2.38 -3.96
H 0.42 1.43 -4.66
H 1.50 2.06 -1.01
P 1.30 0.24 -2.68
H -1.99 -4.21 -3.29
C -1.16 -1.61 -2.60
H -1.86 -0.86 -3.12
C -0.02 -1.94 -5.52
H 2.46 -0.07 -4.88
H -2.76 -3.11 -6.83
H -2.02 -4.90 -1.40
C -3.71 -2.53 -1.21
H 0.55 1.59 0.44
H -2.76 -0.16 -6.31
F 0.33 -0.74 2.08
H 3.16 -1.12 -3.61
C -2.15 -1.07 -6.38
C -3.03 -2.34 -6.08
H -0.87 -3.22 -7.10
H -4.02 -3.46 -1.72
Eu -1.35 0.36 -1.18
H -0.93 -4.41 -0.10
C -0.89 -0.39 1.54
C -1.23 -4.17 -1.14
F -1.22 0.85 2.09
*
```

Results
* ΔE to the lowest compared entry with this formula, charge and spin: 591.9 kJ/mol
* LUMO (spin up / spin down): 0.21 / -0.71 eV
* HOMO (spin up / spin down): -4.23 / -5.81 eV
* orbital gap (spin up / spin down): 4.436 / 5.097 eV
* <S²>: 15.786

2 unconnected molecules or ions with the total composition CH8N2S2, computed with ωB97M-V/def2-TZVPD.

Geometry as ORCA input:
```
! wB97M-V def2-TZVPD RIJCOSX def2/J DEFGRID3
* xyz 0 1
H 1.44 1.93 0.34
H -1.27 0.82 -1.13
H -0.27 -1.08 0.02
H 0.60 0.88 1.35
N 1.46 1.01 0.80
H 0.63 -1.50 -1.23
C 1.59 -0.28 0.03
H -3.79 -0.66 0.44
H 1.83 -1.03 0.80
S -2.53 1.17 -0.72
N 0.37 -0.72 -0.72
S -2.48 -0.27 0.77
H 2.43 -0.27 -0.73
*
```

Results
* ΔE to the lowest compared entry with this formula, charge and spin: 65.3 kJ/mol
* LUMO: 0.36 eV
* HOMO: -8.68 eV
* orbital gap: 9.040 eV
* SMILES: NCN.SS

A molecular structure, C14H26Br2MoN2O2P2, computed with ωB97M-V/def2-TZVPD.

Geometry as ORCA input:
```
! wB97M-V def2-TZVPD RIJCOSX def2/J DEFGRID3
* xyz 4 3
H 4.75 0.47 -1.14
C 1.36 -3.28 -1.09
N -0.94 -0.16 -0.62
C 3.53 2.16 1.61
Mo 1.16 0.40 -0.83
H -0.94 3.52 -2.32
C 0.13 3.37 -2.20
C -4.05 -0.03 1.48
C -5.35 1.73 0.38
C -1.81 0.17 0.35
C 3.43 -2.01 0.55
P 1.67 -1.94 0.08
H 0.73 4.22 -2.54
H 4.03 -2.06 -0.37
H 3.40 -0.84 2.41
H -5.41 1.18 -0.56
H -1.45 0.77 1.16
H 1.90 -3.12 -2.03
C -2.67 -1.38 -1.76
C 0.70 -2.29 1.57
O -3.65 -0.76 2.44
N -5.07 0.75 1.48
H 3.31 3.08 1.07
C -3.14 -0.27 0.30
H 3.61 -2.93 1.10
H -4.58 3.48 0.74
H 4.60 2.12 1.82
H 4.88 -0.66 1.49
H 2.99 2.14 2.56
C 3.79 -0.78 1.39
C -1.37 -0.92 -1.66
H -0.36 -2.33 1.33
H -2.96 -1.99 -2.61
H 3.20 0.30 -1.85
H 1.00 -3.26 1.96
H -4.59 -1.45 -0.79
H 1.71 -4.22 -0.65
C -3.57 -1.08 -0.76
O -4.33 2.66 0.30
H 0.87 -1.53 2.34
H -6.33 2.16 0.59
H 0.29 -3.38 -1.29
C 3.74 0.89 -1.07
H 3.78 1.94 -1.39
Br 0.67 1.80 -3.21
P 3.10 0.71 0.63
H -0.64 -1.18 -2.42
H -5.63 0.79 2.34
Br 0.51 3.05 -0.31
*
```

Results
* ΔE to the lowest compared entry with this formula, charge and spin: 0.0 kJ/mol
* LUMO (spin up / spin down): -16.78 / -16.02 eV
* HOMO (spin up / spin down): -19.62 / -19.60 eV
* orbital gap (spin up / spin down): 2.842 / 3.586 eV
* <S²>: 2.048

C4H5NOS in the gas phase, computed with ωB97M-V/def2-TZVPD.

Geometry as ORCA input:
```
! wB97M-V def2-TZVPD RIJCOSX def2/J DEFGRID3
* xyz 0 1
H -2.60 -0.55 0.01
H -1.52 1.83 -0.13
C -0.26 -1.38 0.18
H -0.24 -2.09 -0.61
S 2.53 -0.47 -0.15
C -1.41 -0.37 -0.17
C -0.93 0.88 -0.28
H -0.30 -1.83 1.09
O 1.22 1.97 0.19
H 2.15 1.46 -0.02
N 0.43 0.89 -0.12
C 0.93 -0.34 0.02
*
```

Results
* ΔE to the lowest compared entry with this formula, charge and spin: 337.0 kJ/mol
* LUMO: 0.20 eV
* HOMO: -8.23 eV
* orbital gap: 8.429 eV
* SMILES: ON1C=CCC1=S

3 unconnected molecules or ions with the total composition C2H9O2S, computed with ωB97M-V/def2-TZVPD.

Geometry as ORCA input:
```
! wB97M-V def2-TZVPD RIJCOSX def2/J DEFGRID3
* xyz -1 1
O 2.04 -2.19 -1.94
O -2.34 -1.22 -0.83
S 0.39 -0.71 0.48
C -0.46 0.75 1.04
H 0.12 2.58 1.97
H 2.56 -2.82 -1.46
H -2.60 -1.33 -1.76
H 0.44 2.61 0.20
C 0.51 2.02 1.10
H -1.04 0.43 1.91
H 1.35 -1.84 -1.37
H -1.35 -1.16 -0.88
H -1.17 1.17 0.33
H 1.55 1.72 1.20
*
```

Results
* ΔE to the lowest compared entry with this formula, charge and spin: 76.8 kJ/mol
* LUMO: 3.97 eV
* HOMO: -2.75 eV
* orbital gap: 6.717 eV

2 unconnected molecules or ions with the total composition C5H11N3S, computed with ωB97M-V/def2-TZVPD.

Geometry as ORCA input:
```
! wB97M-V def2-TZVPD RIJCOSX def2/J DEFGRID3
* xyz 0 1
C 1.43 0.32 1.08
C -2.69 -1.40 0.44
H 2.10 0.68 -0.77
H 3.51 0.00 0.20
H -1.51 2.71 1.27
H -1.98 -2.35 0.52
H 0.24 2.88 -1.98
N 0.43 1.99 -1.60
N -1.36 0.25 -0.56
N -1.06 2.87 0.34
H 0.86 -1.09 -0.42
C 2.45 0.11 0.11
S -0.27 1.63 -0.26
H 1.58 0.53 2.19
C 1.49 -0.98 0.40
C -1.84 -0.16 0.54
H -1.45 0.38 1.48
H 1.75 -2.00 0.88
H -2.96 -1.45 -0.57
H -3.52 -1.30 1.20
*
```

Results
* ΔE to the lowest compared entry with this formula, charge and spin: 661.9 kJ/mol
* LUMO (spin up / spin down): -0.74 / -0.74 eV
* HOMO (spin up / spin down): -8.46 / -8.46 eV
* orbital gap (spin up / spin down): 7.719 / 7.714 eV

A molecular structure, C8H12S2, computed with ωB97M-V/def2-TZVPD.

Geometry as ORCA input:
```
! wB97M-V def2-TZVPD RIJCOSX def2/J DEFGRID3
* xyz 0 1
H -2.46 -2.64 0.50
H 1.12 2.04 -3.73
C 1.15 -2.19 0.93
S -0.21 -2.85 1.69
H 2.02 0.81 -0.48
C -2.03 0.97 1.63
H 2.35 1.17 -2.67
H 3.22 -1.30 1.15
H -1.72 1.80 -0.32
H -3.11 1.17 1.56
H -1.61 0.61 2.48
H -0.16 2.66 -1.79
C -1.40 -2.63 0.31
C 0.96 1.22 -0.52
H -0.97 -3.28 -0.52
C 0.63 1.92 -1.71
H 0.52 0.41 1.49
C -1.33 1.24 0.54
H -1.03 -1.65 -0.11
C 1.39 1.69 -2.81
S 2.48 -2.14 1.87
C 0.19 0.96 0.54
*
```

Results
* ΔE to the lowest compared entry with this formula, charge and spin: 430.4 kJ/mol
* LUMO: 0.14 eV
* HOMO: -8.14 eV
* orbital gap: 8.277 eV

C9H16N2O4 in the gas phase, computed with ωB97M-V/def2-TZVPD.

Geometry as ORCA input:
```
! wB97M-V def2-TZVPD RIJCOSX def2/J DEFGRID3
* xyz 0 1
C -3.08 -1.03 -0.21
C 1.59 -1.35 -0.52
O 0.14 -1.84 1.41
H 2.55 -1.48 1.38
C 2.99 0.45 0.30
H -0.46 -0.05 -1.02
H 1.65 -2.38 -0.92
H -2.89 1.48 -1.39
C -1.91 -0.29 0.40
O -2.00 1.63 -0.99
N -0.65 -0.51 -0.18
H 2.72 1.54 -1.65
H 3.70 -1.57 -0.04
H -3.20 1.47 0.77
H 1.35 1.59 -0.62
H -1.82 -0.66 1.40
C 2.78 -1.10 0.36
H 2.27 -0.57 -2.29
H -0.11 1.61 1.09
C -2.18 1.22 0.36
C 0.29 -1.30 0.35
O -2.75 -2.31 -0.41
H 4.09 0.63 0.33
C -1.19 1.94 1.29
N 1.63 -0.26 -1.51
H 2.52 0.92 1.17
H -3.43 -2.88 -0.80
C 2.17 0.94 -0.90
O -4.14 -0.55 -0.57
H -1.22 3.03 1.12
H -1.44 1.67 2.30
*
```

Results
* ΔE to the lowest compared entry with this formula, charge and spin: 62.0 kJ/mol
* LUMO: 0.65 eV
* HOMO: -9.17 eV
* orbital gap: 9.822 eV
* SMILES: C[C@@H](O)[C@H](NC(=O)[C@@H]1CCCN1)C(=O)O

C7H4BrN5O in the gas phase, computed with ωB97M-V/def2-TZVPD.

Geometry as ORCA input:
```
! wB97M-V def2-TZVPD RIJCOSX def2/J DEFGRID3
* xyz 0 1
N -0.72 -2.16 -0.48
O -2.52 2.00 0.48
N 0.74 -0.33 -0.13
Br -2.81 -4.10 -0.66
C -2.07 -2.45 -0.26
H 0.06 -2.79 -0.74
C -1.55 1.20 0.35
C 0.76 0.96 0.01
C -1.63 -0.24 0.26
H 2.63 0.59 0.10
N 2.05 1.46 0.03
H -0.47 2.71 -0.23
C -4.07 -1.09 0.30
C -0.47 -0.90 -0.07
N -5.15 -0.96 0.67
H 2.12 2.17 0.71
N -0.38 1.75 0.07
C -2.64 -1.30 0.18
*
```

Results
* ΔE to the lowest compared entry with this formula, charge and spin: 43.5 kJ/mol
* LUMO: 0.35 eV
* HOMO: -8.46 eV
* orbital gap: 8.814 eV
* SMILES: N#Cc1c(Br)[nH]c2nc(N)[nH]c(=O)c12

4 unconnected molecules or ions with the total composition C20H39N3O3S, computed with ωB97M-V/def2-TZVPD.

Geometry as ORCA input:
```
! wB97M-V def2-TZVPD RIJCOSX def2/J DEFGRID3
* xyz 0 1
H 7.89 3.81 0.20
H -4.83 2.23 1.36
H 0.92 0.00 0.79
C 7.64 4.48 -0.63
H 4.59 -2.71 0.37
C 6.78 2.59 -2.11
H 1.30 -5.46 0.68
C 0.77 -3.77 -0.43
H 2.23 2.93 -0.32
H 8.32 5.33 -0.60
H 6.85 2.18 -3.12
C -6.12 -2.85 2.07
H -5.42 3.54 0.21
H -6.74 0.43 1.23
C -3.40 1.76 -1.26
H 6.62 4.85 -0.47
H -7.80 0.46 -0.28
C 3.74 -3.13 -0.18
C 2.90 2.13 0.03
N -0.02 -3.01 -0.77
H -4.09 -2.53 3.87
O 0.16 1.61 -0.21
H -3.47 2.19 -2.28
C 7.06 1.52 -1.15
H -3.30 2.57 -0.52
C 0.97 0.41 -0.24
C -5.03 -3.78 2.38
N -6.96 -2.11 1.81
H -6.56 2.68 1.24
C -5.90 1.51 -0.49
H -2.85 -2.61 1.06
C -3.16 -2.10 1.98
H 3.62 -4.85 1.10
H 3.13 -2.30 -0.53
C -5.62 2.54 0.65
O -2.22 0.90 -1.15
H 2.82 2.08 1.13
C -6.79 0.35 0.13
H -4.31 -0.02 -0.42
H -3.84 -1.29 1.70
H 2.73 0.60 -1.59
H 5.75 2.93 -1.98
H -6.45 2.06 -1.29
C 1.77 -4.74 0.01
C 7.74 3.77 -1.97
H -6.35 -0.62 -0.17
H 2.14 -5.30 -0.85
H 8.77 3.42 -2.12
S -0.81 1.66 -1.59
H -5.39 -4.52 3.09
H -3.07 -3.82 3.24
C -4.62 0.82 -1.06
H -4.75 -4.33 1.47
H 2.59 -3.51 1.60
O -1.09 3.11 -1.75
H 4.13 -3.66 -1.05
H -4.88 0.42 -2.06
H 7.53 4.48 -2.77
H -2.27 -1.64 2.42
H 3.93 2.32 -0.31
N 7.29 0.69 -0.39
C 2.47 0.73 -0.52
C -3.81 -3.07 2.96
H 3.05 -0.01 0.07
H 0.56 -0.37 -0.91
C 2.95 -4.07 0.73
*
```

Results
* LUMO: 0.51 eV
* HOMO: -9.53 eV
* orbital gap: 10.044 eV